A 6-piece molecular cluster, C29H72N4O9 overall at a distorted geometry, computed with ωB97M-V/def2-TZVPD.

XYZ file:
```
114
Properties=species:S:1:pos:R:3:forces:R:3
C -14.2041 16.3052 -12.6671 0.274 0.604 -0.153
O -14.1127 17.7444 -12.8932 1.106 -2.410 -0.078
C -15.3352 18.3442 -13.1725 0.483 1.983 1.312
C -14.9985 19.8739 -13.3580 -1.483 -1.720 -0.182
N -14.3299 20.0329 -14.6254 -0.367 2.280 -0.075
C -14.2593 21.5135 -14.8937 0.624 -0.336 -1.741
C -13.6279 21.8243 -16.2765 0.557 -0.799 0.804
O -12.2627 21.4154 -16.2068 -0.754 0.606 0.405
C -11.6610 21.3042 -17.4557 0.511 -1.491 -0.228
H -14.8059 15.7495 -13.3862 -0.948 0.579 -0.025
H -14.5143 16.1354 -11.6361 -0.226 -0.179 -0.083
H -13.2776 15.7608 -12.8499 0.683 0.868 0.374
H -15.9722 18.3440 -12.2880 -0.393 -0.523 0.232
H -15.8223 17.8181 -13.9935 -0.193 0.569 -0.347
H -14.4485 20.3316 -12.5357 0.512 -0.680 0.468
H -15.9372 20.4179 -13.2528 -0.333 0.047 -0.841
H -13.4081 19.6725 -14.4241 0.466 0.119 -0.569
H -13.6928 22.0911 -14.1632 0.192 -0.170 0.363
H -15.2526 21.9612 -14.9246 -0.273 -0.408 0.187
H -13.6522 22.8802 -16.5462 -0.231 0.285 0.249
H -14.1104 21.2776 -17.0867 -0.335 -0.247 0.037
H -10.6015 21.1759 -17.2341 0.138 0.637 -0.466
H -11.9307 22.0306 -18.2223 0.283 0.732 0.408
H -11.9343 20.3565 -17.9198 -0.288 -0.406 -0.106
C -24.9317 18.3059 -9.9310 0.147 1.381 -0.828
O -24.5524 17.9614 -11.2709 -0.528 -2.081 2.056
C -24.0447 18.9966 -11.9956 -0.799 1.879 -1.543
C -23.7721 18.3972 -13.4005 -0.073 2.046 -0.078
N -23.2638 19.3776 -14.4261 0.758 -0.549 1.266
C -21.8153 19.2295 -14.5069 -0.406 0.706 -0.814
C -21.1304 20.1848 -15.5168 -0.654 -0.238 0.088
O -21.7209 20.2732 -16.8344 -0.094 0.217 1.009
C -21.0228 21.1691 -17.6868 1.181 -0.996 -0.133
H -25.8644 17.8574 -9.5887 0.319 -0.637 -0.317
H -25.1519 19.3727 -9.9694 -0.143 0.304 0.289
H -24.1172 18.2102 -9.2130 0.054 -0.464 -0.033
H -23.2048 19.5337 -11.5548 0.754 -0.471 0.115
H -24.8025 19.7799 -12.0099 -0.332 0.363 -0.515
H -24.7221 18.0237 -13.7827 0.292 -0.655 0.307
H -23.0078 17.6937 -13.0702 -0.125 -0.894 -1.146
H -23.6371 19.3250 -15.3631 -0.474 -0.501 0.234
H -21.4995 18.2062 -14.7097 -0.080 -0.363 -0.193
H -21.4592 19.4627 -13.5034 0.528 0.180 -0.096
H -20.1359 19.7552 -15.6370 0.454 0.584 0.072
H -21.1721 21.1768 -15.0669 0.489 0.192 -0.071
H -19.9501 20.9775 -17.6576 0.397 -0.888 -0.128
H -20.9165 22.2297 -17.4591 -1.506 0.345 0.356
H -21.3541 20.9289 -18.6971 -0.150 0.538 0.103
C -13.6315 11.0179 -8.3484 0.818 -0.033 -0.494
O -14.9205 10.6340 -8.7423 0.054 -1.994 1.328
C -15.2594 9.3582 -8.0242 -1.244 1.375 -1.573
C -16.4063 8.7168 -8.8482 2.296 -0.147 0.749
N -15.9260 7.8827 -9.9814 -1.120 0.715 0.530
C -17.1046 7.2483 -10.5658 0.026 -1.584 -0.614
C -17.0504 7.0586 -12.1117 0.228 1.694 0.773
O -16.4842 8.2171 -12.6911 2.049 0.781 -1.087
C -17.2251 9.4163 -12.5359 -0.744 -1.283 0.807
H -13.2744 11.8393 -8.9696 -0.307 0.191 0.073
H -12.9355 10.1992 -8.5315 0.219 -0.190 -0.011
H -13.5201 11.2769 -7.2955 -0.342 0.185 0.208
H -15.6535 9.6143 -7.0407 -0.002 0.231 0.113
H -14.4168 8.6864 -7.8606 0.259 0.156 -0.498
H -17.0557 9.5549 -9.1013 -0.378 -0.129 -0.280
H -16.8789 8.0606 -8.1173 -0.453 -0.176 -0.317
H -15.4528 8.4003 -10.7082 0.048 0.502 0.114
H -18.0625 7.7116 -10.3291 0.063 0.495 0.197
H -17.1288 6.2606 -10.1055 -0.468 -0.283 -0.090
H -18.0479 7.0481 -12.5511 -0.364 -0.956 0.299
H -16.4138 6.2264 -12.4120 -0.206 0.048 -0.046
H -17.1681 9.7201 -11.4906 -0.332 0.207 0.156
H -18.2298 9.0823 -12.7953 -0.614 0.846 0.092
H -16.9348 10.2859 -13.1255 0.512 -0.648 -0.431
C -9.8023 24.6627 -7.8005 0.477 -0.256 -0.663
C -9.0523 23.5746 -8.5994 0.893 -0.997 0.695
C -10.0840 22.4199 -8.8167 0.652 -0.010 1.040
C -9.5718 21.2778 -9.6812 -0.668 1.718 -1.070
C -9.1115 21.8671 -11.0788 0.052 -1.366 2.129
C -8.0097 22.9510 -10.9383 -1.329 -0.041 -0.396
N -8.5347 23.9716 -9.9352 -2.117 -1.863 -0.767
O -7.9370 25.2033 -9.9771 0.815 0.210 0.393
C -6.7295 22.1505 -10.6062 -0.250 1.280 0.266
C -8.0441 23.6086 -12.3622 0.659 0.291 1.589
C -7.8386 23.1193 -7.6351 -0.629 0.038 -0.121
H -10.6456 25.0524 -8.3706 0.254 0.395 -0.083
H -9.0861 25.4125 -7.4642 -0.347 0.363 -0.194
H -10.2263 24.2024 -6.9081 0.111 -0.174 0.004
H -10.2500 21.9904 -7.8287 -0.099 0.084 0.314
H -11.0549 22.8384 -9.0821 0.127 0.084 -0.583
H -10.3794 20.5797 -9.9017 0.063 -0.207 0.261
H -8.8230 20.7983 -9.0508 0.325 -0.341 -0.675
H -9.9805 22.2204 -11.6340 -0.064 0.179 0.298
H -8.7683 20.9688 -11.5920 0.495 0.323 -0.541
H -6.9946 21.5040 -9.7696 0.325 -0.644 -0.631
H -6.4421 21.7036 -11.5579 0.139 -0.625 0.451
H -5.8806 22.7209 -10.2290 0.005 0.432 -0.220
H -9.1087 23.7853 -12.5158 0.310 0.379 -0.529
H -7.4670 24.5330 -12.3376 -0.219 0.134 -0.205
H -7.6037 22.9650 -13.1237 -0.236 -0.189 0.091
H -8.0784 22.9525 -6.5850 -1.001 -0.497 -0.046
H -7.1148 23.9018 -7.4072 0.353 0.374 -1.020
H -7.3392 22.2186 -7.9923 0.095 0.239 0.034
H -7.1714 25.0540 -9.4174 0.799 0.681 0.168
C -9.4052 14.2998 -15.8913 0.474 0.639 -1.578
O -9.0553 15.6318 -16.2387 0.299 0.732 0.402
H -8.4565 13.7767 -15.7712 -0.238 -0.068 0.779
H -10.1098 14.3113 -15.0597 0.180 -0.627 0.031
H -9.7844 13.9166 -16.8386 -0.763 -0.821 0.403
H -9.8681 16.0778 -16.4879 0.009 0.170 -0.052
C -14.1138 16.0071 -18.1299 -1.238 0.993 -1.663
O -13.2512 17.1051 -17.8253 0.298 -0.924 0.549
H -13.6959 15.0089 -18.2604 0.695 0.322 0.807
H -15.0446 15.9921 -17.5629 0.348 -0.223 0.718
H -14.4988 16.2319 -19.1245 -0.118 -0.188 -0.446
H -13.7890 17.7750 -17.3968 0.048 0.059 0.117
```
Positions in Å, forces in eV/Å.

SMILES ... CC1(C)CCCC(C)(C)N1O.COCCNCCOC.COCCNCCOC.COCCNCCOC.CO.CO
HOMO ... -8.068 eV
LUMO energy ... 0.40 eV
Energy relative to the best compared isomer or geometry (same formula, charge and spin) ... 0.0 kJ/mol